# 1
Formula: C6H8F3NS2
Source: OMol25
Level of theory: ωB97M-V/def2-TZVPD

Geometry as XYZ:
```
20
Properties=species:S:1:pos:R:3:forces:R:3:mulliken_charge:R:1
S -1.614 1.906 -0.729 -0.5 -0.7 1.3 -0.076
S -1.082 -1.200 -0.623 -1.2 1.1 0.8 0.007
F -1.334 -2.455 2.222 0.5 -0.4 0.2 -0.273
F -0.738 -0.599 3.206 1.2 0.2 1.8 -0.250
F -2.732 -0.893 2.567 -0.6 0.2 -0.1 -0.273
N 1.391 -0.970 0.997 -1.7 1.1 0.8 -0.530
C -1.305 1.094 0.956 -0.2 -0.7 -1.9 -1.091
C 0.073 1.901 -1.350 -0.7 -2.0 0.9 -0.631
C -1.034 -0.445 0.935 0.9 0.3 -0.4 0.092
C 1.340 -1.931 0.241 -0.5 -0.4 0.2 0.036
C -1.448 -1.130 2.268 -0.2 0.3 -2.6 0.936
C 0.101 -2.471 -0.451 0.2 0.2 -2.7 -0.656
H -0.408 1.531 1.336 0.5 0.5 0.5 0.354
H -2.168 1.402 1.540 0.0 -0.3 0.3 0.427
H 0.375 0.838 -1.290 0.2 0.6 -0.2 0.110
H -0.388 -3.378 -0.128 0.7 -0.4 0.4 0.409
H 0.624 2.428 -0.583 0.7 0.7 -0.8 0.269
H 2.226 -2.458 -0.094 0.5 -0.2 0.1 0.420
H -0.020 2.140 -2.403 0.7 0.8 0.1 0.365
H 0.414 -2.511 -1.558 -0.5 -0.8 1.4 0.354
```
Forces are in eV/Å.

As for the total charge: 0. The calculation puts the HOMO energy (alpha / beta) at -8.451 / -8.472 eV. The calculation puts the LUMO energy (alpha / beta) at -0.940 / -0.939 eV. For the HOMO-LUMO gap (alpha / beta), the calculation gives 7.5 / 7.5 eV.


# 2
Formula: C18H21NO5S
Source: OMol25
Level of theory: ωB97M-V/def2-TZVPD

Geometry as XYZ:
```
46
Properties=species:S:1:pos:R:3:forces:R:3:mulliken_charge:R:1
S 3.617 -2.052 -0.326 0.1 -0.2 -0.2 1.092
O 4.508 -3.030 0.229 0.3 0.0 0.4 -0.706
O 2.039 2.457 1.580 -0.1 0.2 0.0 -0.721
O 2.959 -2.397 -1.561 -0.2 0.1 -0.2 -0.633
O -0.271 2.520 -1.156 0.0 -0.4 -0.1 -0.169
O -3.799 -2.592 0.040 0.2 -0.1 -0.2 -0.471
N 1.710 0.732 0.178 0.1 0.0 0.0 0.482
C 4.064 0.261 0.789 -0.1 0.4 0.3 -0.939
C 2.401 -1.541 0.950 0.5 -0.1 -0.6 -0.759
C 1.089 0.099 -0.966 -0.4 0.0 -0.4 -1.586
C 4.468 -0.440 -0.487 -0.5 -0.6 0.2 -0.766
C 1.474 2.007 0.590 0.3 -0.3 0.0 0.371
C -5.591 -0.975 0.441 0.3 -0.3 0.0 -1.025
C -0.984 3.597 -1.505 -0.2 0.8 0.1 -0.533
C -2.266 -0.774 0.628 -0.3 -0.1 0.1 -0.376
C -4.778 -2.157 0.961 -0.3 0.2 0.2 -0.420
C 0.546 2.887 -0.139 0.0 1.3 0.5 0.524
C -0.606 -1.700 -1.385 -0.1 0.1 0.1 -0.403
C -1.802 -2.333 -1.135 -0.2 0.0 0.1 -0.847
C -2.655 -1.875 -0.126 0.2 0.0 -0.2 0.842
C -0.649 4.673 -0.738 -0.2 -0.4 -0.4 -0.545
C 2.575 -0.042 1.065 0.2 0.6 0.6 -0.575
C -0.222 -0.587 -0.643 0.1 0.0 0.0 0.517
C 0.342 4.215 0.153 0.3 -0.8 -0.1 -0.539
C -1.061 -0.143 0.366 0.2 -0.1 -0.2 -0.651
H -6.061 -1.239 -0.503 -0.1 0.0 -0.1 0.304
H 0.850 4.769 0.914 0.1 0.0 0.2 0.570
H -4.955 -0.108 0.277 0.0 0.1 0.0 0.330
H 0.051 -2.075 -2.156 0.1 -0.1 -0.1 0.432
H -2.884 -0.393 1.426 -0.1 0.0 0.1 0.392
H -2.104 -3.198 -1.704 0.0 -0.1 -0.1 0.431
H 0.917 0.855 -1.735 0.2 -0.2 0.1 0.724
H -5.430 -3.026 1.091 0.1 0.1 0.1 0.319
H -6.363 -0.716 1.160 -0.1 0.1 0.1 0.354
H 1.771 -0.640 -1.389 -0.1 0.2 0.0 0.169
H -0.780 0.705 0.973 0.0 0.1 0.1 0.407
H 4.653 -0.127 1.621 0.0 0.0 0.1 0.434
H 5.533 -0.626 -0.564 0.1 -0.1 -0.1 0.556
H 1.407 -1.859 0.657 0.0 -0.1 -0.1 0.259
H -1.057 5.660 -0.799 -0.1 0.2 -0.1 0.481
H -1.689 3.476 -2.304 -0.1 -0.1 -0.1 0.479
H 4.207 1.340 0.739 0.0 -0.1 0.0 0.409
H 4.098 0.048 -1.383 -0.1 0.0 -0.1 0.316
H 2.704 -2.041 1.864 0.1 0.0 0.0 0.437
H -4.323 -1.922 1.931 0.0 -0.1 -0.1 0.324
H 2.347 0.305 2.082 0.1 -0.2 -0.2 0.707
```
Forces are in eV/Å.

As for the total charge: 0. The calculation puts the HOMO energy at -8.470 eV. As for the energy above the lowest of the compared OMol25 structures with the same formula, charge and spin: 24.5 kcal/mol. The calculation puts the LUMO energy at 0.643 eV. The SMILES is CCOc1ccc(CN(C(=O)c2ccco2)[C@@H]2CCS(=O)(=O)C2)cc1. For the HOMO-LUMO gap, the calculation gives 9.1 eV.


# 3
Formula: C22H28AsAuClIN6O
Source: OMol25
Level of theory: ωB97M-V/def2-TZVPD

Geometry as XYZ:
```
61
Properties=species:S:1:pos:R:3:forces:R:3:mulliken_charge:R:1
Au -0.430 -0.674 0.981 0.4 -0.5 0.6 0.732
I 2.328 3.398 3.476 0.1 0.0 -0.2 0.090
As -1.734 1.118 0.014 -0.5 1.2 -0.3 0.778
Cl 5.495 2.804 -1.227 0.4 0.1 -0.3 -0.234
O 0.821 1.225 1.835 -2.9 -1.6 1.0 -0.547
N -3.021 -3.965 2.414 0.1 0.1 0.0 -0.377
N 1.503 -4.304 2.391 -0.5 0.3 -0.2 0.109
N 0.802 -2.128 1.956 -0.3 1.0 -0.5 -0.597
N -0.751 -3.842 2.234 0.0 -0.7 0.1 -0.076
N -2.063 -1.977 1.717 0.8 1.7 -0.7 -0.465
N 1.396 -0.156 -0.465 -0.8 -0.4 0.4 0.129
C -2.449 2.696 -4.561 -0.1 0.0 0.0 -0.758
C -2.451 4.833 -3.461 -0.1 0.0 -0.2 -0.711
C -1.530 2.908 -2.341 -0.4 0.0 -0.1 0.196
C 2.794 2.476 1.664 -1.5 -1.0 0.0 -0.485
C -1.851 2.126 -3.454 0.2 0.1 0.3 -0.093
C -3.389 0.616 -0.892 0.2 -0.6 0.1 -1.177
C -0.750 2.331 -1.202 0.6 -0.3 0.0 -0.715
C -2.741 4.054 -4.572 0.0 0.1 0.2 -0.444
C -1.955 -3.198 2.115 -0.1 -0.4 0.1 0.705
C 1.190 -5.667 2.782 -0.3 -0.3 0.2 -1.087
C -1.859 4.262 -2.350 0.1 -0.2 0.2 -0.232
C 1.868 1.480 1.215 3.0 1.5 -1.3 0.542
C 2.649 -0.374 -2.469 0.3 0.2 0.2 -0.888
C 2.902 -3.956 2.233 0.4 0.3 0.0 -1.149
C 3.497 0.630 -2.066 -0.3 -0.3 -0.1 -0.799
C 0.551 -3.376 2.184 0.4 -0.4 0.1 0.776
C 2.203 0.823 -0.048 0.0 0.8 1.1 0.261
C 4.158 2.278 -0.308 -0.8 -0.3 0.5 0.590
C 1.606 -0.750 -1.620 -0.3 -0.3 -0.1 -0.770
C 3.307 1.253 -0.820 0.6 0.6 0.2 0.109
C -2.343 2.274 1.436 0.1 -0.2 0.4 -1.128
C 3.902 2.848 0.928 0.4 -0.3 -1.0 -0.343
H 3.313 -3.515 3.144 0.0 0.0 0.0 0.353
H 2.790 -0.875 -3.412 0.0 -0.1 -0.1 0.477
H -1.598 1.070 -3.451 0.0 0.0 -0.1 0.392
H 3.029 -3.253 1.409 0.0 -0.1 0.0 0.423
H 0.598 -6.175 2.015 0.0 -0.1 0.0 0.408
H 4.308 0.952 -2.699 0.1 0.0 -0.1 0.479
H 4.570 3.608 1.300 0.1 0.1 0.0 0.452
H -2.945 -4.934 2.676 0.1 0.1 0.1 0.172
H 0.667 -5.693 3.741 0.0 -0.1 0.0 0.430
H 3.468 -4.852 1.989 -0.1 0.1 0.0 0.349
H -1.474 2.625 1.996 0.0 0.0 -0.1 0.364
H -2.676 2.093 -5.426 0.0 -0.1 -0.1 0.415
H -3.951 -3.581 2.393 0.0 0.0 -0.1 0.193
H -3.010 -1.621 1.674 0.1 -0.1 0.0 0.075
H 0.928 -1.549 -1.881 -0.1 -0.1 -0.1 0.575
H -3.211 -0.205 -1.589 0.0 0.1 0.0 0.384
H -1.612 4.881 -1.498 0.0 0.0 0.1 0.382
H -2.672 5.889 -3.458 0.0 0.1 0.0 0.421
H -2.904 3.128 1.036 0.1 -0.3 -0.1 0.429
H 2.112 -6.230 2.899 -0.1 0.1 0.0 0.315
H -3.185 4.506 -5.443 -0.1 0.0 -0.1 0.415
H 1.771 -1.864 2.053 0.1 0.1 0.0 0.032
H -0.830 -4.826 2.457 0.0 0.2 -0.1 0.094
H -2.980 1.704 2.118 0.0 0.1 -0.1 0.408
H -0.348 3.124 -0.559 -0.1 -0.3 0.0 0.563
H 0.090 1.759 -1.605 0.0 0.0 0.2 0.174
H -4.124 0.295 -0.150 0.1 0.1 0.0 0.424
H -3.780 1.474 -1.446 0.2 0.0 0.2 0.460
```
Forces are in eV/Å.

As for the total charge: +2. The calculation puts the HOMO energy (alpha / beta) at -11.999 / -11.978 eV. As for the energy above the lowest of the compared OMol25 structures with the same formula, charge and spin: 14.7 kcal/mol. The calculation puts the LUMO energy (alpha / beta) at -8.096 / -8.136 eV. For the HOMO-LUMO gap (alpha / beta), the calculation gives 3.9 / 3.8 eV.


# 4
Formula: C40H108AsF6N12O13
Source: OMol25
Level of theory: ωB97M-V/def2-TZVPD

Geometry as XYZ:
```
180
Properties=species:S:1:pos:R:3:forces:R:3:mulliken_charge:R:1
As 0.461 0.136 -0.780 0.1 -0.4 -0.5 1.905
F -0.643 0.971 0.348 0.6 -1.3 -1.2 -0.270
F 1.623 -0.084 0.616 -1.0 0.1 -1.6 -0.537
F 1.683 -0.526 -1.984 -1.9 0.2 1.7 -0.299
F 1.230 1.728 -1.080 -0.7 -1.3 0.2 -0.531
F -0.217 -1.497 -0.426 0.9 2.0 -0.6 -0.166
F -0.706 0.402 -2.137 1.3 -0.4 1.7 -0.341
O 4.614 -3.931 3.095 -0.1 0.2 0.2 -0.448
O 5.975 1.343 -1.826 1.9 -0.1 -0.9 -0.784
O -6.065 5.537 3.972 -0.7 -0.5 1.5 -0.285
O 2.946 -2.122 -5.724 1.5 -1.3 -1.4 -0.528
O -0.661 0.875 4.428 -0.4 -0.4 0.0 -0.354
O -4.200 2.891 -0.075 -0.7 0.4 0.0 -0.511
O -0.597 4.971 -3.347 0.0 0.6 0.5 -0.524
O -3.973 -5.435 0.906 0.0 -0.8 0.9 -0.380
O 0.335 4.614 2.946 -0.2 0.5 0.1 -0.795
O 1.664 -5.747 -0.372 0.9 0.4 -0.2 -0.363
O 6.779 -7.113 0.170 1.1 -2.3 -0.2 -0.309
O -4.174 0.562 -5.470 -0.4 -2.3 -0.7 -0.416
O 3.595 1.762 5.372 0.3 -0.6 0.8 -0.472
N 4.704 0.527 -0.266 -0.3 -1.9 3.6 -0.084
N 3.791 1.165 -2.230 -0.5 -0.1 -0.3 -0.153
N -2.508 3.155 4.684 1.3 0.0 -0.3 -0.136
N 0.304 2.464 2.394 -0.4 -5.2 1.2 1.384
N 0.771 3.841 0.864 0.9 1.7 -3.1 -0.031
N 4.785 -0.922 4.525 -0.4 -0.7 -2.0 -0.345
N 2.605 0.651 -6.605 1.2 0.3 -1.4 -0.803
N -5.138 2.540 3.582 -0.5 -0.6 -2.5 -0.080
N 4.525 -5.246 -0.496 1.0 1.6 -1.0 -0.420
N -0.108 6.706 -5.743 -0.7 -0.6 -0.2 -0.807
N -1.948 -1.229 -6.562 -0.4 0.1 0.0 -0.749
N -1.844 -3.533 1.272 1.9 -0.5 0.4 -0.498
C 7.953 -8.009 0.006 -0.6 1.5 0.2 -0.763
C -4.318 2.236 1.206 1.7 0.0 -0.7 0.224
C 5.824 -4.931 0.118 -0.6 -1.2 0.2 -0.131
C 2.246 -4.566 -0.988 -0.5 0.6 1.2 -0.363
C 3.965 -0.037 3.650 0.6 0.7 1.7 0.259
C -0.926 4.618 -4.676 -0.3 -0.5 1.1 0.577
C -1.717 -1.975 -4.337 -1.3 -0.9 0.8 -0.734
C -1.797 0.823 5.333 -0.3 0.9 -2.3 -1.291
C -2.648 -1.297 -5.292 -0.1 1.5 0.0 0.126
C -0.397 3.916 -2.392 0.2 0.9 -0.8 0.160
C 3.409 -3.908 3.865 0.3 0.0 0.1 -0.595
C -6.024 4.372 4.896 -0.9 0.3 -1.6 -0.094
C -3.154 -3.094 1.105 -2.6 -0.2 -1.0 0.714
C -0.381 -0.320 3.673 -0.3 -0.4 0.6 -0.769
C -1.303 5.888 -5.440 0.0 1.1 -0.7 0.300
C 1.821 -1.326 -5.417 0.9 0.1 1.9 -0.210
C 2.665 2.486 6.196 -0.2 0.0 -0.7 -0.651
C 3.564 -4.166 -0.262 -0.8 -1.7 0.1 0.012
C 6.945 -5.803 -0.300 0.4 -0.6 -0.6 -0.914
C -3.888 -4.185 0.263 -0.9 0.7 -0.6 -1.064
C 4.878 0.970 -1.462 0.0 2.4 -3.0 0.495
C -6.367 3.043 4.183 1.9 0.1 0.6 -1.024
C 5.734 -1.682 3.635 -1.2 -0.2 1.2 -1.179
C -2.066 5.617 -6.755 -0.2 -1.1 0.6 -1.288
C -3.319 2.265 -1.023 -1.1 -1.3 1.7 0.955
C 0.356 -6.133 -0.728 -0.2 1.2 -0.3 -0.371
C 2.991 0.814 4.490 -0.3 0.1 -1.1 -0.514
C -3.057 -1.729 0.429 -2.0 0.2 0.7 -0.775
C -4.878 -5.542 1.992 -0.3 0.4 0.6 -0.765
C 3.879 -2.440 -4.675 -0.5 2.4 0.3 -0.330
C -2.097 2.266 5.785 0.0 -0.4 0.4 0.568
C -3.074 0.102 -4.708 -0.4 -0.5 -0.1 0.015
C 1.010 1.131 -4.961 -0.9 -0.2 1.1 -0.876
C 2.155 0.218 -5.329 -0.5 -1.2 -0.2 1.604
C -4.525 1.878 -5.390 0.1 1.1 0.9 -0.331
C -3.312 2.362 6.705 0.8 -0.7 1.3 -1.424
C -4.892 3.139 2.234 -0.9 1.2 0.9 -0.579
C 5.070 -2.685 2.599 1.1 0.9 1.2 0.600
C -6.847 6.591 4.569 0.2 -0.9 -0.7 -0.770
C 0.472 3.701 2.126 -0.4 3.0 2.2 0.512
H 7.818 -8.950 0.538 -0.3 0.5 0.5 0.244
H -1.457 4.991 -7.407 0.2 0.1 -0.2 0.323
H -5.889 -5.169 1.825 -0.2 0.0 -0.9 0.342
H 0.362 6.107 -6.407 0.9 0.3 -0.1 0.272
H -1.635 0.021 6.054 -0.1 0.4 0.5 0.357
H -5.811 3.611 1.887 -0.1 0.0 -0.1 0.479
H 3.424 -2.907 -3.801 -0.3 -0.2 -0.1 0.009
H -0.062 4.079 -5.064 0.1 0.1 -0.8 -0.286
H -3.370 0.002 -3.664 -0.3 -0.3 0.3 0.157
H -2.670 0.628 4.711 -0.3 -0.8 0.0 0.403
H 2.910 0.790 -1.909 0.3 0.3 -0.8 -0.031
H -3.375 -4.390 -0.677 0.6 0.1 0.1 0.249
H 3.642 -4.003 4.925 0.1 0.5 0.1 0.314
H 1.116 -1.601 -6.201 -0.4 0.4 0.2 0.098
H -1.879 6.564 -4.807 -0.5 -0.5 0.3 0.338
H -7.073 7.362 3.832 0.1 -0.2 -0.2 0.224
H -0.038 2.067 3.258 0.1 0.5 0.2 -0.262
H 7.007 -5.785 -1.388 0.4 -0.1 -0.3 0.403
H 4.297 -2.201 2.003 0.0 0.0 -0.2 -0.006
H 5.848 -5.022 1.204 -0.5 0.5 0.4 0.184
H 2.836 -3.005 3.652 -0.1 0.0 0.2 0.127
H -4.230 2.123 6.169 0.1 0.3 0.0 0.193
H -1.440 -3.010 0.508 1.5 -0.7 0.0 0.101
H 5.957 -2.910 2.007 -0.4 -0.2 -0.5 0.063
H -5.591 2.073 -5.504 -0.1 -0.5 -0.7 0.294
H 4.027 -6.068 -0.185 0.7 -0.4 0.3 0.280
H 0.189 -6.340 -1.785 0.7 -0.9 -0.3 0.335
H -4.627 -4.968 2.883 0.8 0.1 0.1 0.301
H -6.337 7.085 5.397 0.0 -0.2 0.3 0.258
H -0.558 4.412 -1.435 -0.1 -0.4 0.1 0.109
H 3.865 -3.148 -0.509 0.3 -0.2 -0.7 0.403
H 3.435 -0.626 2.901 -0.4 0.0 0.4 -0.223
H -1.650 -3.030 -4.599 0.8 0.1 -0.4 0.463
H -0.089 -1.102 4.374 0.6 -0.1 0.0 0.469
H -7.774 6.106 4.873 -0.3 0.5 0.4 0.355
H 3.491 -4.157 0.825 -1.1 0.4 0.3 -0.170
H 1.884 0.462 -7.286 -0.4 0.2 -0.2 0.312
H -4.995 -6.570 2.335 0.4 -0.1 -0.5 0.289
H -7.216 3.065 3.499 0.2 0.4 -0.2 0.430
H -2.766 -1.807 -0.619 0.1 0.0 0.1 -0.128
H 8.258 -8.338 -0.988 -0.8 0.5 -0.7 0.297
H 7.809 -5.331 0.169 0.6 -0.1 -0.2 0.402
H 2.326 0.101 4.977 -0.2 0.2 0.6 0.355
H -3.481 1.196 -0.882 0.2 -0.5 -0.2 0.030
H 1.125 2.170 -5.271 0.5 -0.2 -0.2 0.401
H -2.463 -0.556 -7.112 0.4 0.3 -0.5 0.334
H -0.780 -1.419 -4.295 0.1 -0.4 0.2 -0.040
H 0.063 0.802 -5.390 -0.1 -0.2 -0.2 0.048
H 4.567 0.647 3.052 0.5 0.2 -0.1 0.373
H 3.350 0.045 -6.918 0.4 -0.1 0.0 0.316
H -3.294 2.162 1.574 0.4 -1.1 -0.1 -0.202
H 4.803 -2.952 -4.942 -0.6 -0.4 -0.8 0.371
H 2.353 -4.695 -2.065 0.5 -0.3 -0.1 0.346
H 1.579 -1.717 -4.430 -1.2 0.3 0.2 0.173
H -4.161 3.937 2.361 -0.1 0.4 -0.1 0.228
H 0.045 -6.926 -0.047 0.1 -0.1 -0.3 0.290
H -4.396 2.225 -4.365 0.6 0.5 0.1 -0.009
H -3.666 2.437 -2.042 0.4 0.7 0.1 -0.201
H -0.348 -5.304 -0.655 -0.1 0.4 0.8 -0.137
H -2.926 4.989 -6.523 -0.2 -0.1 0.1 0.236
H 6.391 -0.956 3.156 0.0 -0.1 -0.8 0.464
H 4.220 -1.446 -4.385 0.4 0.0 0.8 0.193
H 2.425 1.385 3.754 -0.5 0.0 0.0 0.075
H 5.605 0.323 0.142 -0.6 0.0 0.7 0.097
H 3.801 0.333 0.142 0.3 -0.2 0.1 0.062
H 2.959 0.297 -4.598 0.0 0.1 -0.1 -0.939
H 0.627 3.544 -2.432 0.1 0.0 -0.1 0.231
H 6.392 -2.287 4.259 -0.1 -0.1 0.2 0.462
H -4.889 -3.952 -0.099 -0.4 0.7 0.4 0.451
H -4.814 1.267 1.154 0.0 -0.1 -0.2 0.145
H -1.015 -0.911 -6.340 0.2 0.4 -0.5 0.107
H 1.588 -3.704 -0.878 -0.5 0.0 0.2 0.065
H 8.817 -7.435 0.341 0.2 -0.2 0.5 0.311
H -1.076 3.079 -2.552 -0.2 0.0 0.0 -0.221
H -2.349 4.077 5.063 -0.5 0.5 0.3 0.261
H 1.839 1.869 6.548 -0.1 -0.3 -0.2 0.199
H -3.326 3.330 7.206 -0.3 0.3 -0.5 0.394
H 3.970 1.463 -3.178 -0.3 0.0 0.4 0.163
H -2.419 -1.041 0.982 0.3 -0.3 -0.1 0.008
H -2.299 0.867 -4.652 0.6 -0.1 -0.5 -0.009
H 0.359 -0.136 2.895 0.4 0.3 0.5 -0.024
H -2.475 6.437 -7.346 0.5 0.4 0.4 0.375
H 5.288 -0.350 5.188 0.2 0.1 0.0 0.290
H -3.578 -1.812 -5.534 -0.1 -0.3 0.6 0.501
H 0.349 1.835 1.605 -0.2 -0.1 0.7 -0.542
H -2.272 2.426 -0.767 0.0 0.5 -0.5 -0.505
H -3.922 2.412 -6.124 -0.1 0.8 0.2 0.211
H -4.993 4.354 5.250 -0.2 -0.3 0.4 0.064
H -2.204 -2.031 -3.363 0.3 0.4 0.4 -0.001
H -4.326 2.829 4.110 0.0 -0.2 0.4 -0.063
H -6.755 4.382 5.704 0.1 1.1 0.3 0.448
H 0.844 1.152 -3.884 -0.1 -0.1 0.1 0.045
H -1.184 -0.800 3.113 -0.9 0.6 0.1 0.159
H 3.089 2.931 7.096 0.8 -0.4 -0.2 0.348
H 2.795 -4.787 3.671 0.1 0.0 -0.6 0.279
H 6.222 -3.966 -0.196 -0.8 0.5 0.1 0.349
H -1.163 2.635 6.211 0.0 0.2 0.6 0.526
H 0.855 4.785 0.513 0.3 -0.5 -0.2 0.232
H -3.715 -3.084 2.040 0.0 0.5 0.3 0.271
H -1.759 3.200 4.007 0.3 -0.4 -0.7 -0.442
H 0.418 6.718 -4.881 0.5 0.1 0.0 0.345
H -1.872 -4.516 1.045 0.9 -0.3 0.2 0.318
H -3.252 1.691 7.563 0.1 -0.4 0.0 0.436
H 1.068 3.007 0.378 0.0 0.8 -0.6 -0.073
H -6.637 2.303 4.935 -0.2 0.1 0.4 0.441
H -4.042 -1.268 0.501 -0.2 0.2 -0.4 0.485
H 2.259 3.327 5.634 -0.2 0.0 -0.2 0.267
H -1.745 3.903 -4.592 -0.4 -0.2 -0.4 -0.128
```
Forces are in eV/Å.

As for the total charge: -1. The calculation puts the HOMO energy at -6.619 eV. The calculation puts the LUMO energy at 1.683 eV. For the HOMO-LUMO gap, the calculation gives 8.3 eV.


Question: total charge of number 1 (C6H8F3NS2)?
Answer: 0